113
Properties=species:S:1:pos:R:3:lowdin_charge:R:1 method="wB97M-V/def2-TZVPD" homo_ha=-0.3294 energy_ha=-2981.48232 total_charge=0
C -3.83741 0.96976 -3.99265 0.047
C -3.15797 2.13936 -3.91145 -0.111
C -2.73414 2.68678 -2.58671 -0.073
C -3.71718 3.38212 -1.88751 -0.043
C -3.45384 3.94470 -0.63907 -0.032
C -2.21573 3.84416 -0.00152 -0.071
C -2.00163 4.50265 1.33946 -0.084
C -2.17670 6.04632 1.32547 -0.185
O -1.12595 6.67443 2.04873 -0.151
C -1.24350 6.55545 3.45370 -0.285
C 0.02192 5.96865 4.05837 -0.074
C -1.21481 3.09903 -0.67878 -0.055
C 0.16461 2.92195 -0.08117 -0.104
C 0.67781 1.47595 0.06663 -0.155
C -0.37009 0.47317 0.52723 -0.230
O 0.09939 -0.86585 0.29284 -0.091
C -1.48805 2.56019 -1.96030 -0.109
N -0.40030 1.87969 -2.62049 -0.054
C -0.63439 0.45853 -2.91496 -0.039
C 0.17356 2.65816 -3.66970 -0.441
C -0.08171 2.37295 -5.13072 0.012
O 0.85858 3.60216 -3.37161 0.110
C -4.74507 4.59445 -0.21917 -0.352
O -4.94709 5.53691 0.47198 0.160
N -5.82418 3.89860 -0.94793 0.134
C -5.14431 3.65966 -2.23630 -0.369
O -5.66078 3.74160 -3.29974 0.162
H -3.43108 0.07435 -3.52921 0.060
H -4.80918 0.90720 -4.47238 0.072
H -2.93302 2.72451 -4.79912 0.102
H -1.00566 4.34224 1.72827 0.087
H -2.71352 4.07714 2.05157 0.131
H -3.11490 6.32328 1.80232 0.106
H -2.15517 6.42836 0.30673 0.133
H -1.43118 7.53758 3.89904 0.118
H -2.09218 5.92198 3.73380 0.117
H -0.04067 6.04155 5.14665 0.074
H 0.88360 6.55633 3.74360 0.077
H 0.15127 4.92008 3.79370 0.064
H 0.24546 3.39043 0.89156 0.094
H 0.85408 3.45915 -0.73714 0.122
H 1.12807 1.13099 -0.86140 0.101
H 1.48990 1.48417 0.79969 0.113
H -1.30929 0.55234 -0.01458 0.107
H -0.52082 0.57503 1.60607 0.118
H 0.84286 -1.03163 0.88113 0.081
H -1.03590 0.26691 -3.90736 0.068
H -1.36703 0.07627 -2.20373 0.091
H 0.27630 -0.11149 -2.73043 0.082
H -0.90819 3.00416 -5.45593 0.081
H -0.27534 1.33627 -5.38396 0.070
H 0.79610 2.69655 -5.68639 0.090
H -5.77101 2.95497 -0.55144 0.141
C -3.66019 -3.22125 -8.04550 -0.039
O -3.51894 -1.88952 -7.54274 -0.001
C -3.97582 -0.94441 -8.36544 -0.627
O -4.47203 -1.12952 -9.44500 0.127
O -3.78672 0.23879 -7.78348 -0.007
C -4.23435 1.35528 -8.55796 -0.035
H -3.25227 -3.87687 -7.28201 0.092
H -4.70891 -3.45972 -8.21082 0.098
H -3.10044 -3.34359 -8.97058 0.098
H -5.30482 1.29094 -8.74149 0.099
H -3.69512 1.40891 -9.50164 0.098
H -4.02017 2.23902 -7.96399 0.090
C 3.31549 -7.13210 -0.56424 -0.029
O 3.33416 -5.84908 -1.19971 0.005
C 2.18189 -5.18443 -1.14353 -0.628
O 1.17093 -5.56617 -0.61113 0.119
O 2.33889 -4.03089 -1.78798 0.007
C 1.16928 -3.20660 -1.84022 -0.032
H 4.31112 -7.54543 -0.69091 0.096
H 3.09709 -7.03907 0.49559 0.076
H 2.58465 -7.78296 -1.04078 0.098
H 0.83764 -2.92312 -0.84591 0.075
H 0.36853 -3.72170 -2.36893 0.101
H 1.44913 -2.31411 -2.39171 0.085
C 6.00547 -8.37484 4.93347 -0.037
O 5.06010 -7.32496 5.15777 0.007
C 4.29253 -7.04553 4.10714 -0.622
O 4.33865 -7.58960 3.03414 0.119
O 3.46394 -6.05876 4.44559 0.008
C 2.57544 -5.65613 3.40124 -0.035
H 6.55327 -8.49053 5.86366 0.093
H 5.49531 -9.30477 4.69060 0.097
H 6.69336 -8.10717 4.13397 0.097
H 1.93199 -6.48039 3.09972 0.101
H 3.13484 -5.28483 2.54406 0.094
H 1.96311 -4.85253 3.80129 0.088
C -1.30278 -2.90689 4.04336 -0.029
O -0.59308 -2.49785 5.21902 0.004
C -0.36249 -1.18903 5.29049 -0.632
O -0.67499 -0.36972 4.46618 0.114
O 0.29801 -0.94348 6.42109 0.003
C 0.60760 0.43626 6.63072 -0.036
H -1.41771 -3.98378 4.12027 0.094
H -2.28287 -2.43624 4.00480 0.099
H -0.73772 -2.66171 3.14562 0.091
H -0.30187 1.03005 6.69866 0.098
H 1.23857 0.81338 5.82725 0.091
H 1.15118 0.50462 7.56805 0.095
C 3.70692 -1.13305 4.21343 -0.038
O 4.57003 -0.00339 4.34032 0.009
C 4.74399 0.66730 3.20037 -0.624
O 4.23690 0.39639 2.14214 0.116
O 5.56422 1.68736 3.43532 0.008
C 5.83630 2.50020 2.28891 -0.033
H 3.62985 -1.59574 5.19343 0.098
H 2.71325 -0.81950 3.89338 0.089
H 4.11872 -1.85927 3.51486 0.097
H 4.91945 2.94611 1.90843 0.097
H 6.31711 1.91375 1.50874 0.098
H 6.50983 3.28162 2.62696 0.094

=====

99
Properties=species:S:1:pos:R:3:lowdin_spin:R:1 method="wB97M-V/def2-TZVPD" homo_ha="-0.3371 / -0.3486" e_above_lowest_kcal_mol=2.9 s_squared=2.056 multiplicity=3 energy_ha=-3872.68438 total_charge=+1
C -1.63675 -1.45726 -2.69894 0.004
C 0.68789 -1.78731 -2.60490 0.005
C -1.76877 -2.20763 -3.87213 0.000
C 0.57310 -2.65504 -3.72568 0.002
C -0.63026 -2.83467 -4.38687 0.003
H -2.75393 -2.27771 -4.33756 0.000
H 1.49597 -3.11594 -4.06931 0.001
H -0.70228 -3.45036 -5.28548 0.000
N -0.49329 -1.36144 -1.99917 0.033
P -2.84632 -0.30282 -0.44493 0.031
P 2.83655 -0.46298 -1.05987 0.406
C -2.78153 -0.53956 -2.27018 0.001
H -2.59417 0.44955 -2.71913 0.000
H -3.73510 -0.89279 -2.68169 0.000
C 2.03238 -1.38863 -2.30352 0.009
H 2.76419 -2.00299 -2.84494 0.009
C 4.29128 0.50208 -1.76448 0.042
C 3.14165 -1.24340 0.69492 0.051
C -3.53622 1.44144 -0.28103 0.010
C -3.98981 -1.68319 0.16135 0.005
C 4.05918 1.95274 -1.31399 0.015
H 3.93874 1.99532 -0.22119 0.002
H 4.93133 2.55718 -1.59755 0.002
H 3.16327 2.38357 -1.77459 0.000
C 5.68227 0.04902 -1.28445 0.015
H 5.83937 0.15757 -0.20883 0.000
H 5.90703 -0.98668 -1.56812 0.000
H 6.43123 0.69078 -1.77546 0.003
C 4.31803 0.37306 -3.29511 0.004
H 5.07289 1.06860 -3.70004 0.001
H 4.63891 -0.64788 -3.55069 0.000
H 3.35920 0.58639 -3.78226 0.000
C 3.83786 -0.22639 1.61002 0.002
H 3.19830 0.63324 1.83872 0.001
H 4.08035 -0.72407 2.55952 0.000
H 4.78306 0.13826 1.19381 0.000
C 1.78451 -1.60787 1.30001 0.003
H 1.18016 -0.70860 1.49288 0.002
H 1.20849 -2.29578 0.66563 0.000
H 1.93435 -2.09444 2.27235 0.000
C 4.02222 -2.50237 0.59096 0.024
H 5.03806 -2.26448 0.23848 0.001
H 4.12304 -2.94140 1.59847 0.006
H 3.58323 -3.27164 -0.05694 0.000
C -4.66854 -1.28764 1.48381 0.000
H -5.21251 -2.16683 1.86387 0.000
H -3.94314 -0.99604 2.25381 0.000
H -5.40852 -0.48595 1.35440 0.000
C -3.11407 -2.93116 0.36997 0.000
H -2.56325 -3.19550 -0.54320 0.000
H -2.40181 -2.79155 1.19108 0.000
H -3.76213 -3.78189 0.62849 0.000
C -5.06919 -2.03044 -0.87551 0.002
H -5.75911 -2.75742 -0.42119 0.000
H -5.66959 -1.16626 -1.18644 0.000
H -4.64237 -2.51214 -1.76375 0.000
C -2.64163 2.40374 -1.08806 0.003
H -2.79003 2.30112 -2.17044 0.000
H -2.90572 3.43420 -0.81027 0.000
H -1.57178 2.26046 -0.86907 0.002
C -3.52054 1.88708 1.19066 0.001
H -2.50530 1.90072 1.61134 0.000
H -3.92076 2.91317 1.22495 0.000
H -4.15584 1.26354 1.83165 0.000
C -4.96109 1.47670 -0.83839 0.004
H -4.99124 1.22031 -1.90584 0.000
H -5.65474 0.82389 -0.29564 0.000
H -5.33966 2.50321 -0.73461 0.001
Ni -0.73089 -0.31281 -0.23882 0.897
C -1.05068 -0.41053 1.76059 0.040
O -1.42239 -1.06458 2.65209 0.008
N 0.70406 0.75779 -0.82493 0.365
C 1.23334 0.83264 -1.94791 -0.008
C 1.03916 1.65448 -3.18214 0.007
C 0.80886 3.02478 -2.98275 -0.007
C 0.97909 1.16179 -4.51000 -0.006
C 0.67335 3.90599 -4.06650 0.002
H 0.74111 3.41986 -1.96138 0.000
C 0.85034 2.05341 -5.58632 0.002
H 1.00941 0.08383 -4.70321 0.000
C 0.71864 3.43419 -5.38494 -0.009
H 0.52835 4.96929 -3.87587 0.000
H 0.84270 1.67067 -6.60803 0.000
H 0.62202 4.12324 -6.23610 0.000
C 1.04026 2.99264 5.64225 0.000
N 0.23563 2.13661 4.78423 0.001
C -0.67255 1.19561 5.41100 0.000
C 0.26019 2.18628 3.43407 0.001
C 1.20276 3.15583 2.78645 0.000
O -0.51355 1.42832 2.79238 0.004
H 0.81312 2.73430 6.67931 0.000
H 0.81309 4.05532 5.47252 0.000
H 2.11329 2.83969 5.46002 0.000
H -1.71594 1.38965 5.12431 0.000
H -0.43524 0.15955 5.12907 0.000
H -0.57554 1.30830 6.49359 0.000
H 2.17585 3.16544 3.29719 0.000
H 1.33868 2.86820 1.73641 0.000
H 0.77649 4.17039 2.83399 0.000